This record from OMol25 describes a molecular structure, C3H2FeO3. The level of theory is ωB97M-V with the def2-TZVPD basis set.

Last column: Mulliken spin population.
Atoms and positions in Å:
Fe: 3.7250 -0.1965 -0.2390  5.25
C: -1.8718 0.2863 0.5365  -0.05
O: -2.5340 0.6838 1.4075  0.31
H: 0.7367 1.2949 -0.2980  -0.01
O: -1.6371 0.2300 -0.7025  0.10
C: -0.4816 -0.4934 -0.1047  0.40
H: -0.5525 -1.5792 -0.1847  0.02
C: 0.7687 0.1934 -0.2243  -0.08
O: 1.8466 -0.4193 -0.1908  0.06

Strongest force on any atom = 4.2 eV Å⁻¹
Net charge = +2
Relative energy (zero: lowest compared OMol25 entry of this formula, charge and spin) = 42.3 kcal/mol
Gap between HOMO and LUMO (alpha / beta) = 5.37 / 5.49 eV
2S+1 = 7

=====

This record from OMol25 describes a gas-phase ion, C6H12NOS (charge +1). The level of theory is ωB97M-V with the def2-TZVPD basis set.

Last column: Mulliken charge in e.
Atoms and positions in Å:
S: 4.6381 -0.2923 -0.1309  -0.15
H: 0.7571 2.3979 0.7257  0.43
H: -3.4532 -1.2269 0.9106  0.27
C: -2.4160 0.5568 -0.0785  -0.64
H: 1.5041 -0.8348 0.8501  0.41
H: -1.4473 -1.9230 -1.1447  0.29
H: 3.0046 1.0564 0.8977  0.46
C: -3.0741 -0.8231 -0.0876  -0.31
H: -2.6441 1.2602 -0.8480  0.35
C: 1.4943 -0.1041 0.0288  -0.68
H: 1.6257 -0.8286 -0.7725  0.43
O: -0.0063 1.9321 0.1943  -0.49
N: -1.0914 -0.0145 -0.1792  0.17
H: 5.3360 0.9225 0.0673  0.18
H: 3.0000 1.2117 -0.9357  0.42
H: -2.6397 1.0033 0.9977  0.26
C: 2.8590 0.5953 -0.0279  -1.13
H: -1.3241 -1.8948 0.5986  0.37
C: -1.6583 -1.4094 -0.2225  -0.67
C: 0.0332 0.6268 0.0342  0.73
H: -3.6899 -0.8852 -0.9914  0.29

Strongest force on any atom = 4.5 eV Å⁻¹
Net charge = +1
Relative energy (zero: lowest compared OMol25 entry of this formula, charge and spin) = 57.0 kcal/mol
SMILES = OC(CCS)=[N+]1CCC1
Gap between HOMO and LUMO = 8.77 eV
2S+1 = 1

=====

This record from OMol25 describes a molecular structure, C49H52ClN3O6P2PtS. The level of theory is ωB97M-V with the def2-TZVPD basis set.

Last column: Mulliken charge in e.
Atoms and positions in Å:
C: -1.5257 -0.9277 -3.6638  -0.55
H: -1.6531 3.7067 0.4670  0.32
C: 0.7792 -6.3354 3.9304  -0.26
Pt: -0.1535 0.3850 0.1924  3.25
C: 2.5098 0.8670 0.8003  1.02
N: -0.0528 -4.2082 0.0406  0.34
C: 0.0777 -3.8282 -1.2865  -1.07
H: -6.6407 5.1132 -1.5733  0.38
C: 0.9974 0.5925 -4.2372  -1.22
H: -7.0032 3.4516 0.2055  0.44
C: -3.7838 -1.7800 1.8302  -0.68
H: 1.8046 -4.8959 1.7169  0.01
H: 4.4432 2.3992 1.0446  0.40
H: 0.5115 4.2250 -2.2235  0.10
C: 3.6892 -0.8975 2.6066  -1.16
C: 5.5774 3.8437 -0.0159  -0.72
H: 4.1081 1.3610 -2.1199  0.60
C: 0.8490 0.8139 -2.8735  0.41
C: 3.3392 -1.3293 1.3318  -0.54
H: 0.7598 -2.7465 2.6893  0.03
H: 4.5932 5.4445 -2.8169  0.46
Cl: -0.1453 1.9362 2.9714  -0.31
H: 1.7986 -7.7908 5.1118  0.39
H: -0.7024 -5.7305 1.3101  0.55
C: 0.1361 -2.4459 -1.2792  -0.14
O: 0.6704 2.9500 -0.1201  0.01
C: -3.7343 3.4183 -1.8028  -0.58
S: 1.3797 -7.1252 2.3934  1.24
H: -3.2297 2.0069 2.1963  0.47
H: 0.6981 -0.1913 2.6588  0.31
C: -3.3996 0.9430 2.0922  -0.55
H: 2.3475 0.4238 -5.8841  0.44
C: 4.4547 3.0692 0.2005  -0.54
H: 3.6968 0.7506 3.9689  0.45
C: 4.5526 4.7810 -1.9659  -0.74
H: 2.5861 2.2947 2.4102  0.20
H: -3.9477 -2.8414 1.7254  0.50
N: 0.0189 -1.9952 -0.0102  -0.10
H: -0.6505 -1.3420 -4.1403  0.53
H: -2.8178 3.3871 -2.3801  0.30
C: 3.4241 0.4111 2.9814  -0.77
H: -4.5679 5.0387 -2.9191  0.43
H: -4.0142 0.6947 4.1207  0.43
H: -4.3528 -1.7423 3.8974  0.39
H: 1.0056 6.1376 0.9135  0.50
H: 1.8513 4.6665 1.3903  0.06
H: 2.6086 4.0687 -2.4459  0.25
C: -4.7138 4.3429 -2.1058  -0.82
O: 0.3964 -8.0829 1.9777  -0.65
P: -2.4557 1.3985 -0.4436  1.77
C: -3.9097 2.4992 -0.7708  0.75
C: -3.8475 -0.1036 -2.3779  0.20
C: 2.2543 0.5951 -4.8226  -0.99
C: -6.0786 3.4493 -0.3528  -0.69
C: -1.4544 0.0266 -2.6520  -0.21
C: -5.1021 2.5145 -0.0550  -0.33
C: 0.0718 -5.5474 0.5609  -1.23
C: -4.0245 -1.1628 3.0465  -0.71
C: 0.7881 -7.4091 4.9946  -1.43
C: -3.9268 -0.9917 -3.4335  -0.95
C: -0.0875 -3.0539 0.7707  -0.40
C: -3.1620 0.3267 0.8615  0.16
H: -3.1562 -1.5422 -0.1995  0.17
C: 1.4506 -5.7682 1.1707  -0.14
H: -4.7393 0.2257 -1.8658  0.55
O: -0.3152 0.6556 -2.1811  -0.05
H: -1.3664 5.4303 0.7582  0.48
C: 3.3512 3.1510 -0.6448  0.58
C: 3.4307 4.0062 -1.7492  0.03
H: -1.0776 4.7607 -1.6992  0.25
C: -2.6176 0.3780 -1.9542  -0.08
H: -0.5005 -3.9905 2.6348  0.09
N: 0.0569 -4.6359 -2.3998  1.07
H: -1.0851 -0.1380 2.6307  0.43
H: 0.1319 0.4180 -4.8547  0.73
H: -0.0880 -6.2415 -0.2703  0.38
H: -4.8849 -1.3659 -3.7611  0.45
C: -3.8305 0.2034 3.1761  -0.82
H: 0.1502 -8.2301 4.6782  0.36
H: -0.6561 4.2035 1.8372  0.29
H: -0.9328 -2.2751 2.5417  -0.25
C: -5.8825 4.3744 -1.3632  -0.61
C: 3.3820 0.8001 -4.0375  -1.04
H: -5.2808 1.7953 0.7312  0.31
H: 4.1478 -1.5812 3.3063  0.40
C: -0.0142 4.8414 -1.5002  -1.36
H: 0.2946 -1.8177 -2.1279  0.86
C: 1.9647 1.2401 -2.1209  0.50
O: 2.7189 -7.5860 2.6323  -0.69
C: -0.1995 -3.0218 2.2492  -0.21
H: 2.2216 5.4290 -0.1594  0.44
C: 0.3183 4.3759 -0.0829  1.96
H: 3.5244 -2.3517 1.0402  0.50
C: 5.6296 4.7095 -1.0969  -0.78
H: 4.3655 0.7345 -4.4761  0.50
C: -3.3442 -1.0458 0.7417  -0.67
C: -0.9213 4.4380 0.8084  -1.71
H: 6.4154 3.7638 0.6603  0.46
H: 2.5328 -0.7895 -0.5721  0.27
C: 1.4288 5.2064 0.5474  -1.49
H: 2.1905 -6.0498 0.4260  0.36
O: 0.1073 -4.0443 -3.5027  -0.64
C: 2.8265 1.2897 2.0963  -0.14
H: 1.4536 -5.5156 4.1593  0.42
C: -0.1728 0.3292 2.2494  -0.87
O: -0.0113 -5.8796 -2.2742  -0.72
H: 0.4335 -7.0288 5.9497  0.40
H: 0.2790 5.8790 -1.6307  0.39
C: 2.7714 -0.4577 0.4289  -1.18
P: 1.9066 2.0119 -0.4669  0.44
C: 3.2332 1.1495 -2.7149  -0.42
C: -2.7609 -1.4307 -4.0384  -1.04
H: 6.5080 5.3130 -1.2676  0.38
H: -2.8009 -2.1810 -4.8118  0.43
H: -0.2239 -5.9722 3.7311  0.28

Strongest force on any atom = 2.8 eV Å⁻¹
Net charge = 0
Gap between HOMO and LUMO (alpha / beta) = 3.87 / 3.65 eV
2S+1 = 1

=====

- 2S+1 of number 3 (C49H52ClN3O6P2PtS)?
  1

=====

- Look up the net charge of the first one.
  +2

=====

- 2S+1 of number 2 (C6H12NOS)?
  1

=====

- Which of these has the lowest strongest force on any atom?
  C49H52ClN3O6P2PtS